The following is a quantum chemistry calculation of C5H6N2 in the gas phase at a distorted geometry, from the OMol25 dataset.

## Properties
**Strongest force on any atom**: 1.2 eV/A
**Charge**: 0
**Electronic energy**: -8258.012 eV
**Spin multiplicity**: 1
**HOMO-LUMO gap**: 10.5 eV
**LUMO level**: 0.836 eV

Each line ends with the Löwdin charge.
Geometry (Å):
N -1.14 1.63 0.09  0.0228
C -2.09 1.20 0.66  0.0975
C -0.88 0.45 -0.84  -0.3352
C 0.51 0.03 -0.97  -0.2023
C 1.21 0.05 0.39  -0.1120
C 0.11 -0.93 0.86  -0.1673
N -0.56 -0.93 -0.48  0.0210
H -1.52 0.49 -1.71  0.1364
H 0.97 -0.05 -1.95  0.1322
H 2.20 -0.40 0.35  0.1056
H 1.25 1.02 0.88  0.1001
H 0.48 -1.93 1.07  0.1097
H -0.55 -0.61 1.67  0.0916

---

The following is a quantum chemistry calculation of 2 unconnected molecules or ions with the total composition C5H9ClN4O at a distorted geometry, from the OMol25 dataset.

## Properties
**Strongest force on any atom**: 6.2 eV/A
**Charge**: +2
**Electronic energy**: -25838.555 eV
**Spin multiplicity**: 1
**HOMO-LUMO gap (alpha / beta)**: 7.0 / 7.0 eV
**LUMO level (alpha / beta)**: -10.186 / -10.185 eV

Each line ends with the Löwdin charge.
Geometry (Å):
C 2.70 1.54 -0.72  -0.0109
C 3.01 0.39 -0.08  -0.6367
C 0.83 0.44 -0.58  -0.0001
C -1.44 0.22 0.04  -0.0751
C 1.68 -1.73 0.53  0.0375
N 1.74 -0.27 0.11  -0.0570
N 1.34 1.55 -0.99  0.1315
N -1.59 0.23 1.32  0.2396
N -2.16 -0.03 -0.96  0.0164
O -3.48 -0.09 -0.67  0.0624
Cl 4.46 -0.29 0.31  0.9113
H 3.31 2.19 -1.26  0.1393
H 0.93 -2.19 -0.13  0.1042
H 2.71 -2.17 0.38  0.1032
H 1.31 -1.77 1.51  0.0761
H 1.06 2.37 -1.46  0.1798
H -0.92 0.40 1.99  0.1050
H -2.54 -0.20 1.68  0.2336
H -1.91 -0.26 -1.99  0.2497
H -3.98 -0.58 -1.40  0.1901

---

The following is a quantum chemistry calculation of 2 unconnected molecules or ions with the total composition C3H8NS at a distorted geometry, from the OMol25 dataset.

## Properties
**Strongest force on any atom**: 1.2 eV/A
**Charge**: -1
**Electronic energy**: -15565.681 eV
**Spin multiplicity**: 1
**HOMO-LUMO gap**: 6.3 eV
**LUMO level**: 4.180 eV

Each line ends with the Löwdin charge.
Geometry (Å):
C -1.79 -0.82 -0.01  -0.2212
C -0.04 -0.65 1.50  -0.1750
N -1.18 -0.20 1.16  -0.1141
H -2.84 -1.06 0.25  0.0547
H -1.26 -1.70 -0.35  0.0402
H -1.82 -0.07 -0.81  0.0554
H 0.43 -0.19 2.38  0.0536
H 0.45 -1.50 1.06  0.0072
C 1.63 1.36 -1.02  -0.7138
S 1.30 -0.42 -1.31  0.0863
H 1.57 1.63 0.04  -0.0199
H 2.63 1.63 -1.35  -0.0301
H 0.92 1.99 -1.55  -0.0233

---

The following is a quantum chemistry calculation of a molecular structure, C10H16ClRhSm at a distorted geometry, from the OMol25 dataset.

## Properties
**Strongest force on any atom**: 2.1 eV/A
**Charge**: -1
**Electronic energy**: -44058.491 eV
**⟨S²⟩**: 24.77
**Spin multiplicity**: 10
**HOMO-LUMO gap (alpha / beta)**: 6.9 / 6.1 eV
**LUMO level (alpha / beta)**: 2.947 / 1.663 eV

Each line ends with the Löwdin charge.
Geometry (Å):
Rh -0.21 0.34 -0.29  0.5710
Cl 0.18 2.47 -1.27  -0.1051
C -1.27 -1.31 -0.56  -0.3218
H -0.82 -2.03 0.14  -0.0143
H -1.38 -1.69 -1.59  -0.0331
H -2.22 -0.95 -0.14  -0.0097
Sm 0.36 0.36 -2.99  1.0566
C -1.48 0.92 -4.42  -0.3599
C 2.32 1.36 -4.00  -0.3839
C 0.73 -1.88 -3.61  -0.2844
H 3.04 1.34 -3.15  -0.0636
H 2.81 0.86 -4.87  -0.0587
H 2.16 2.41 -4.30  -0.0626
H -2.40 0.52 -3.99  -0.0634
H -1.49 2.00 -4.21  -0.0662
H -1.48 0.79 -5.52  -0.0510
H -0.01 -2.58 -4.05  -0.0954
H 1.75 -2.31 -3.77  -0.1009
C 1.93 0.66 4.07  -0.1274
C 1.70 -0.60 3.48  -0.1096
C 1.14 -0.70 2.18  -0.1392
C 0.80 0.48 1.56  -0.2973
C 0.96 1.74 2.11  -0.1549
C 1.55 1.82 3.39  -0.1123
H 2.41 0.72 5.05  0.0885
H 1.95 -1.52 4.02  0.0863
H 0.95 -1.64 1.66  0.0724
H 0.64 2.63 1.55  0.0527
H 1.70 2.80 3.84  0.0872

---

The following is a quantum chemistry calculation of 2 unconnected molecules or ions with the total composition C4H6N2O at a distorted geometry, from the OMol25 dataset.

## Properties
**Strongest force on any atom**: 1.9 eV/A
**Charge**: 0
**Electronic energy**: -9270.540 eV
**Structure (SMILES)**: c1cn[nH]c1.C=O
**Spin multiplicity**: 1
**HOMO-LUMO gap**: 10.3 eV
**LUMO level**: 1.008 eV

Each line ends with the Löwdin charge.
Geometry (Å):
C 0.92 -1.36 -0.46  -0.0518
C -0.23 -0.51 -0.66  -0.1877
N 0.05 0.73 -0.30  -0.0246
N 1.33 0.76 0.07  -0.0222
C 1.91 -0.46 -0.08  -0.1120
H 1.04 -2.46 -0.48  0.0987
H -1.23 -0.54 -1.15  0.1125
H 1.73 1.68 0.18  0.1556
H 3.00 -0.57 -0.06  0.1113
C -2.13 0.69 0.74  -0.2067
O -1.73 -0.24 1.39  -0.0357
H -2.65 0.55 -0.24  0.0813
H -2.00 1.73 1.06  0.0811

---

The following is a quantum chemistry calculation of a molecular structure, C20H17F6N2O3Pd at a distorted geometry, from the OMol25 dataset.

## Properties
**Strongest force on any atom**: 1.7 eV/A
**Charge**: -1
**Electronic energy**: -49924.260 eV
**⟨S²⟩**: 2.01
**Spin multiplicity**: 3
**HOMO-LUMO gap (alpha / beta)**: 7.7 / 6.5 eV
**LUMO level (alpha / beta)**: 2.987 / 1.711 eV

Each line ends with the Löwdin charge.
Geometry (Å):
Pd 0.12 -0.10 -0.07  1.1599
O -1.91 -0.12 -0.93  -0.1538
C -2.41 1.07 -1.03  -0.4047
C -3.61 1.30 -1.74  -0.0300
C -4.19 2.55 -1.76  -0.1228
C -3.62 3.61 -1.08  -0.1354
C -2.43 3.42 -0.40  -0.0686
C -1.80 2.19 -0.39  -0.1704
C -0.45 2.06 0.20  -0.2091
N 0.57 1.95 -0.59  -0.0259
C 1.88 2.13 -0.02  -0.2270
C 2.85 1.10 -0.63  -0.2090
N 2.18 -0.17 -0.79  -0.0513
C 2.35 -0.83 -1.88  -0.1010
C 1.74 -2.07 -2.23  -0.1527
C 2.16 -2.69 -3.43  -0.0784
C 1.61 -3.86 -3.88  -0.1335
C 0.57 -4.45 -3.15  -0.1094
C 0.13 -3.88 -1.99  -0.0210
C 0.69 -2.68 -1.44  -0.3707
O 0.29 -2.24 -0.32  -0.1308
H -4.05 0.47 -2.27  0.1030
H -5.10 2.70 -2.32  0.0906
H -4.10 4.58 -1.08  0.0814
H -1.96 4.25 0.13  0.1054
H -0.33 2.43 1.23  0.1282
H 1.85 2.00 1.07  0.0943
H 2.23 3.14 -0.26  0.1199
H 3.69 0.96 0.07  0.1195
H 3.24 1.47 -1.59  0.1089
H 3.03 -0.42 -2.64  0.1233
H 2.97 -2.22 -3.98  0.0998
H 1.97 -4.33 -4.79  0.0839
H 0.11 -5.36 -3.51  0.0944
H -0.67 -4.34 -1.43  0.1067
C -1.26 0.03 2.86  0.0121
C 0.26 -0.16 3.07  -0.5079
O 1.01 0.11 2.01  -0.1741
C 0.71 0.79 4.22  -0.5598
F 0.69 2.06 3.78  0.1291
F 1.95 0.56 4.66  0.1525
F -0.09 0.78 5.31  0.1254
C 0.46 -1.63 3.54  -0.5666
F -0.11 -2.48 2.68  0.1533
F 1.73 -2.00 3.67  0.1530
F -0.13 -1.88 4.74  0.1153
H -1.48 1.09 2.79  0.0838
H -1.83 -0.41 3.68  0.0894
H -1.53 -0.46 1.91  0.0809

---

strongest force on any atom of number 5 (C4H6N2O)? 1.9 eV/A